No. 1
Formula: C3H5AgLiO
Source: OMol25
Level of theory: ωB97M-V/def2-TZVPD

```
11
Properties=species:S:1:pos:R:3:nbo_charge:R:1
C -1.047 1.476 0.067 -0.10
O -1.282 2.686 0.081 -0.71
Ag -3.406 3.198 -0.160 0.88
H -1.837 0.720 -0.085 0.05
Li 0.498 0.599 0.562 0.84
C 0.634 -1.476 -0.602 -0.40
C 1.718 -1.404 0.451 -0.46
H 0.833 -1.160 -1.627 0.22
H -0.359 -1.862 -0.365 0.22
H 2.714 -1.031 0.207 0.23
H 1.534 -1.747 1.470 0.22
```

Results
Energy relative to the best compared isomer or geometry (same formula, charge and spin) (kJ/mol): 0.0
Spin multiplicity: 1
Charge: +1
E (hartree): -346.66995
HOMO level (eV): -11.60

No. 2
Formula: C29H44BIN7Pt
Source: OMol25
Level of theory: ωB97M-V/def2-TZVPD

```
83
Properties=species:S:1:pos:R:3:lowdin_charge:R:1
Pt -0.509 0.277 0.248 1.55
C 1.343 1.465 5.139 0.03
C 0.581 0.688 4.126 -0.20
C -0.099 -0.521 4.272 0.10
C -0.581 -0.868 3.020 -0.18
N -0.250 0.138 2.190 -0.07
N 0.490 1.069 2.839 0.07
B 1.400 1.969 1.963 -0.45
N 2.156 1.013 0.999 0.05
N 1.522 0.091 0.183 -0.04
C 2.467 -0.555 -0.552 -0.17
C 3.701 -0.042 -0.173 0.07
C 3.480 0.927 0.789 -0.21
C 4.482 1.759 1.511 0.02
C 2.293 -1.717 -1.513 -0.53
C 2.561 -3.017 -0.735 -0.01
C 0.926 -1.776 -2.189 -0.04
C 3.349 -1.593 -2.625 -0.02
N 0.481 2.852 1.070 0.07
N -0.147 2.188 0.077 -0.09
C -0.549 3.021 -0.895 -0.19
C -0.183 4.296 -0.483 0.10
C 0.478 4.158 0.737 -0.20
C 1.147 5.193 1.570 0.03
C -1.098 2.510 -2.194 -0.50
C -2.471 3.135 -2.486 0.01
C -1.270 0.981 -2.157 -0.03
C -0.092 2.880 -3.298 0.00
C -1.260 -2.107 2.518 -0.50
C -0.886 -2.307 1.051 -0.02
C -2.772 -2.060 2.768 0.01
C -0.672 -3.334 3.248 0.00
H 1.122 1.086 6.134 0.11
H 1.089 2.523 5.104 0.10
H 2.417 1.367 4.971 0.10
H -0.195 -1.091 5.181 0.15
H 2.135 2.620 2.622 0.13
H 4.662 -0.349 -0.546 0.14
H 5.478 1.514 1.153 0.10
H 4.450 1.575 2.585 0.10
H 4.312 2.823 1.342 0.10
H 1.804 -3.214 0.028 0.07
H 3.533 -2.988 -0.245 0.10
H 2.558 -3.859 -1.428 0.11
H 0.101 -1.912 -1.484 0.05
H 0.896 -2.636 -2.859 0.11
H 0.756 -0.893 -2.806 0.08
H 4.361 -1.682 -2.236 0.09
H 3.264 -0.647 -3.161 0.10
H 3.209 -2.404 -3.339 0.11
H -0.331 5.216 -1.025 0.15
H 0.902 6.183 1.193 0.11
H 2.231 5.075 1.532 0.10
H 0.834 5.128 2.611 0.10
H -3.188 2.914 -1.692 0.09
H -2.865 2.756 -3.429 0.11
H -2.384 4.218 -2.576 0.11
H -2.264 0.666 -1.875 0.07
H -0.418 0.430 -1.585 0.03
H -1.042 0.517 -3.121 0.13
H 0.042 3.959 -3.353 0.10
H -0.464 2.540 -4.265 0.11
H 0.884 2.425 -3.117 0.10
H -1.177 -1.454 0.307 0.02
H -1.465 -3.096 0.564 0.14
H 0.178 -2.480 0.907 0.07
H -3.248 -1.183 2.333 0.06
H -2.964 -2.040 3.840 0.11
H -3.248 -2.955 2.364 0.11
H 0.414 -3.370 3.168 0.11
H -1.087 -4.251 2.829 0.11
H -0.944 -3.307 4.303 0.11
I -6.253 -1.059 -0.684 1.07
C -4.834 0.129 0.240 -0.71
C -5.183 1.155 1.119 -0.05
C -4.182 1.901 1.722 0.01
C -2.860 1.626 1.437 -0.09
N -2.526 0.644 0.581 -0.12
C -3.491 -0.096 0.002 -0.23
H -6.224 1.362 1.332 0.13
H -4.422 2.698 2.413 0.14
H -2.054 2.186 1.892 0.12
H -3.179 -0.892 -0.663 0.11
```

Results
Energy relative to the best compared isomer or geometry (same formula, charge and spin) (kJ/mol): 1.3
Spin multiplicity: 1
Charge: +3
E (hartree): -1955.68393
HOMO level (eV): -17.04

No. 3
Formula: C5H18O3
Source: OMol25
Level of theory: ωB97M-V/def2-TZVPD

```
26
Properties=species:S:1:pos:R:3:nbo_charge:R:1
C -2.321 0.619 -0.286 -0.59
C -1.146 -0.328 0.078 -0.40
C 0.078 0.521 0.087 -0.39
C 0.458 1.136 1.421 -0.41
C -0.179 2.602 1.299 -0.61
H -3.295 0.021 -0.137 0.20
H -2.196 0.933 -1.260 0.19
H -2.285 1.356 0.449 0.20
H -0.994 -1.116 -0.739 0.20
H -1.436 -0.836 1.021 0.20
H 0.983 -0.021 -0.367 0.19
H -0.072 1.254 -0.807 0.19
H 0.093 0.554 2.197 0.22
H 1.567 1.233 1.154 0.21
H 0.132 3.126 2.254 0.20
H -0.102 3.158 0.463 0.21
H -1.224 2.611 1.196 0.20
O -2.899 -2.303 -3.674 -0.94
H -3.623 -2.605 -4.208 0.47
H -3.215 -1.349 -3.376 0.47
O 0.996 -3.696 -0.373 -0.93
H 1.276 -3.187 -1.079 0.46
H 0.470 -4.383 -0.766 0.47
O 6.601 0.224 2.207 -0.92
H 6.700 0.226 1.147 0.46
H 5.632 0.249 2.096 0.46
```

Results
Energy relative to the best compared isomer or geometry (same formula, charge and spin) (kJ/mol): 292.8
Spin multiplicity: 1
Charge: 0
E (hartree): -426.90488
SMILES string: CCCCC.O.O.O
HOMO level (eV): -10.15

No. 4
Formula: C8H12F2O4Tl
Source: OMol25
Level of theory: ωB97M-V/def2-TZVPD

```
27
Properties=species:S:1:pos:R:3:nbo_charge:R:1
Tl 22.744 -6.978 8.289 1.45
F 20.982 -7.694 10.331 -0.48
F 24.096 -4.574 8.850 -0.40
O 24.211 -6.691 10.762 -0.48
C 24.111 -6.686 11.973 0.83
O 25.029 -7.193 12.793 -0.44
C 24.838 -6.799 14.192 -0.06
C 23.623 -5.939 14.179 -0.45
C 22.980 -6.156 12.851 -0.49
H 25.735 -6.298 14.548 0.22
H 24.743 -7.737 14.738 0.21
H 23.855 -4.886 14.348 0.23
H 22.940 -6.173 14.996 0.25
H 22.454 -5.317 12.406 0.26
H 22.359 -7.053 12.945 0.26
O 24.238 -8.960 6.801 -0.64
C 24.407 -10.017 6.236 0.84
O 25.607 -10.411 5.759 -0.45
C 25.491 -11.710 5.206 -0.08
C 24.081 -11.762 4.674 -0.43
C 23.341 -11.045 5.786 -0.52
H 25.667 -12.519 5.918 0.19
H 26.209 -11.897 4.409 0.22
H 23.705 -12.771 4.519 0.24
H 24.054 -11.191 3.746 0.22
H 23.046 -11.675 6.626 0.25
H 22.457 -10.487 5.480 0.24
```

Results
Energy relative to the best compared isomer or geometry (same formula, charge and spin) (kJ/mol): 0.0
Spin multiplicity: 1
Charge: +1
E (hartree): -984.69804
HOMO level (eV): -14.26

No. 5
Formula: C5H7FO
Source: OMol25
Level of theory: ωB97M-V/def2-TZVPD

```
14
Properties=species:S:1:pos:R:3:nbo_charge:R:1
C 0.996 0.966 -0.470 -0.39
C -0.249 1.548 -0.306 0.07
C 1.407 -0.111 0.277 0.15
C -1.180 -0.254 0.731 0.11
C -0.843 -1.248 -0.267 -0.71
O -1.150 1.051 0.539 -0.38
F 2.737 -0.412 0.228 -0.35
H 1.669 1.374 -1.205 0.24
H -0.515 2.500 -0.733 0.20
H 0.990 -0.408 1.229 0.18
H -1.736 -0.532 1.613 0.18
H -1.333 -2.191 -0.060 0.24
H 0.281 -1.399 -0.306 0.24
H -1.072 -0.883 -1.270 0.23
```

Results
Energy relative to the best compared isomer or geometry (same formula, charge and spin) (kJ/mol): 339.2
Spin multiplicity: 1
Charge: 0
E (hartree): -369.66979
HOMO level (alpha / beta) (eV): -7.24 / -7.18

No. 6
Formula: C22H38FSi4
Source: OMol25
Level of theory: ωB97M-V/def2-TZVPD

```
65
Properties=species:S:1:pos:R:3:nbo_charge:R:1
C -5.466 5.067 1.558 -1.10
Si -3.770 4.716 2.264 1.28
C -2.538 5.613 1.179 -1.10
C -3.709 5.529 3.948 -1.09
Si -3.348 2.437 2.372 -0.19
H -2.020 2.271 2.927 -0.12
Si -4.831 1.367 3.799 1.28
C -6.593 1.512 3.190 -1.10
C -4.466 -0.461 3.960 -1.10
C -4.794 2.083 5.527 -1.09
Si -3.352 1.471 0.262 1.29
C -5.024 1.624 -0.563 -1.10
C -2.111 2.271 -0.888 -1.10
C -2.944 -0.354 0.314 -1.10
H -5.638 6.138 1.517 0.24
H -5.551 4.663 0.553 0.24
H -6.236 4.615 2.175 0.23
H -2.738 6.682 1.199 0.24
H -1.524 5.438 1.532 0.23
H -2.612 5.265 0.152 0.24
H -3.844 6.602 3.844 0.24
H -4.496 5.138 4.587 0.24
H -2.750 5.339 4.425 0.20
H -7.267 1.003 3.874 0.24
H -6.889 2.555 3.124 0.23
H -6.695 1.065 2.206 0.24
H -5.149 -0.912 4.676 0.24
H -4.590 -0.959 3.001 0.24
H -3.445 -0.616 4.301 0.23
H -5.457 1.516 6.175 0.24
H -3.785 2.043 5.931 0.21
H -5.120 3.120 5.515 0.24
H -4.996 1.164 -1.546 0.24
H -5.788 1.130 0.030 0.23
H -5.299 2.668 -0.676 0.23
H -2.109 1.752 -1.844 0.24
H -2.367 3.313 -1.059 0.23
H -1.113 2.225 -0.460 0.23
H -2.903 -0.751 -0.697 0.24
H -1.982 -0.514 0.795 0.23
H -3.704 -0.897 0.871 0.23
F 2.785 0.630 9.815 -0.29
C 1.675 0.861 9.070 0.39
C 0.591 -0.002 9.126 -0.15
C -0.539 0.240 8.365 -0.23
C -0.592 1.345 7.554 -0.02
C 0.484 2.258 7.475 -0.20
C 0.316 3.386 6.633 0.15
C 1.136 4.503 6.334 -0.10
C 0.614 5.470 5.448 -0.09
C 1.317 6.599 5.114 -0.23
C 2.575 6.807 5.649 -0.07
C 3.121 5.877 6.514 -0.21
C 2.424 4.744 6.853 -0.12
C 1.621 1.968 8.255 -0.17
H 0.656 -0.857 9.773 0.25
H -1.379 -0.438 8.407 0.25
H -1.469 1.531 6.959 0.22
H -0.642 3.408 6.136 0.22
H -0.360 5.305 5.025 0.23
H 0.882 7.320 4.440 0.25
H 3.129 7.696 5.400 0.24
H 4.098 6.047 6.931 0.24
H 2.882 4.055 7.529 0.21
H 2.488 2.589 8.252 0.22
```

Results
Spin multiplicity: 1
Charge: +1
E (hartree): -2118.72786
HOMO level (eV): -10.95

No. 7
Formula: CH7N2O
Source: OMol25
Level of theory: ωB97M-V/def2-TZVPD

```
11
Properties=species:S:1:pos:R:3:nbo_charge:R:1
N 0.475 -3.551 0.905 -1.07
H -0.274 -3.259 1.490 0.34
H 0.251 -3.026 0.059 0.37
H 1.194 -3.106 1.488 0.36
N -0.480 1.080 -1.041 -0.91
C 0.000 2.120 -0.092 0.11
O 0.507 3.274 -0.707 -0.97
H -0.122 1.451 -1.931 0.35
H -1.442 1.294 -1.172 0.31
H 0.804 1.473 0.431 0.06
H -0.912 2.251 0.571 0.06
```

Results
Energy relative to the best compared isomer or geometry (same formula, charge and spin) (kJ/mol): 92.2
Spin multiplicity: 1
Charge: -1
E (hartree): -227.01460
HOMO level (eV): -2.38

No. 8
Formula: C2HClN2O
Source: OMol25
Level of theory: ωB97M-V/def2-TZVPD

```
7
Properties=species:S:1:pos:R:3:nbo_charge:R:1
C 1.565 0.380 1.136 0.40
C -0.382 0.106 -0.219 0.51
N 2.494 0.827 1.649 -0.34
N 0.578 -0.205 0.558 -0.52
O -1.306 -0.379 -0.926 -0.43
Cl -2.418 -1.939 -1.832 0.14
H -0.530 1.210 -0.367 0.24
```

Results
Energy relative to the best compared isomer or geometry (same formula, charge and spin) (kJ/mol): 502.9
Spin multiplicity: 1
Charge: 0
E (hartree): -721.56201
HOMO level (alpha / beta) (eV): -10.35 / -10.35

No. 9
Formula: C16H19FN2O2
Source: OMol25
Level of theory: ωB97M-V/def2-TZVPD

```
40
Properties=species:S:1:pos:R:3:nbo_charge:R:1
C 4.838 -1.132 3.441 -0.63
C 3.401 -1.253 3.089 0.00
C 3.031 -1.842 1.888 -0.22
C 1.698 -1.919 1.508 -0.09
C 0.720 -1.414 2.381 -0.15
C -0.595 -1.166 1.744 0.30
F -0.319 -0.444 0.656 -0.31
N -1.306 -2.479 1.263 0.50
O -2.539 -2.465 1.215 -0.36
O -0.573 -3.395 0.894 -0.36
C 1.065 -0.791 3.576 -0.18
C 2.410 -0.741 3.934 -0.21
H 4.938 -0.796 4.471 0.22
H 5.305 -2.109 3.324 0.22
H 5.387 -0.434 2.804 0.22
H 3.788 -2.188 1.198 0.21
H 1.438 -2.245 0.505 0.23
H -1.343 -0.657 2.364 0.20
H 0.254 -0.292 4.118 0.22
H 2.705 -0.237 4.847 0.21
C -2.184 2.776 -4.892 -0.63
C -1.871 2.047 -3.614 0.03
C -1.410 2.725 -2.484 -0.28
C -1.378 2.039 -1.257 0.24
C -0.722 2.647 -0.048 -0.64
N -1.943 0.836 -1.163 -0.46
C -2.062 0.058 -2.236 0.26
C -2.132 -1.440 -2.095 -0.66
C -2.122 0.677 -3.499 -0.28
H -1.977 3.842 -4.780 0.21
H -1.591 2.389 -5.726 0.22
H -3.242 2.669 -5.160 0.22
H -1.173 3.784 -2.529 0.21
H -0.530 3.721 -0.172 0.21
H -1.361 2.480 0.823 0.23
H 0.248 2.170 0.165 0.23
H -2.643 -1.894 -2.959 0.21
H -1.132 -1.905 -2.060 0.23
H -2.636 -1.736 -1.171 0.24
H -2.446 0.115 -4.367 0.21
```

Results
Energy relative to the best compared isomer or geometry (same formula, charge and spin) (kJ/mol): 511.7
Spin multiplicity: 1
Charge: 0
E (hartree): -980.82865
SMILES string: Cc1ccc([C@@H](F)[N+](=O)[O-])cc1.Cc1cc(C)nc(C)c1
HOMO level (eV): -8.75